{"formula": "C5H8N2", "method": "wB97M-V/def2-TZVPD", "e_homo_ev": -6.10, "gap_ev": 6.29, "symbols": ["C", "C", "C", "N", "C", "N", "C", "H", "H", "H", "H", "H", "H", "H", "H"], "coordinates": [[2.32786, -0.91161, 0.02589], [1.12820, -0.36829, -0.32788], [0.04349, -1.27532, -0.68315], [-1.09037, -0.74155, -0.38862], [-0.85627, 0.58818, 0.30247], [-1.96139, 1.48133, 0.13137], [0.50635, 0.90963, -0.21113], [2.54806, -1.96073, -0.14051], [3.05124, -0.30538, 0.56148], [-0.83353, 0.24338, 1.36289], [0.12441, -2.28705, -1.07467], [-2.01032, -1.14365, -0.50769], [-2.36696, 1.72006, 1.02767], [-1.65918, 2.32659, -0.33881], [1.04842, 1.72440, 0.26070]], "atomic_forces_ev_per_a": [[0.072, 0.043, -0.023], [0.009, -0.092, 0.050], [-0.285, -0.008, 0.096], [0.226, -0.123, -0.074], [-0.084, -0.139, 0.051], [0.113, 0.171, 0.085], [0.037, -0.064, 0.361], [0.020, 0.155, -0.116], [0.041, -0.148, -0.198], [-0.130, 0.188, -0.065], [0.034, 0.159, 0.041], [0.119, -0.004, 0.013], [-0.025, 0.068, -0.173], [-0.067, -0.119, -0.095], [-0.080, -0.087, 0.048]], "nbo_charge": [-0.52, -0.10, 0.25, -0.45, 0.09, -0.84, -0.55, 0.19, 0.20, 0.15, 0.21, 0.42, 0.37, 0.38, 0.20]}

{"formula": "C5H8N2", "method": "wB97M-V/def2-TZVPD", "e_homo_ev": -7.58, "smiles": "Cn1cccc1N", "gap_ev": 8.64, "symbols": ["C", "N", "C", "C", "C", "C", "N", "H", "H", "H", "H", "H", "H", "H", "H"], "coordinates": [[-1.22618, -1.39558, 0.31869], [-0.14943, -0.41994, 0.44177], [1.15169, -0.89730, 0.47849], [1.96854, -0.02458, -0.16843], [1.15791, 1.07690, -0.59138], [-0.12468, 0.80824, -0.19499], [-1.30883, 1.55695, -0.35613], [-1.96312, -1.03925, -0.40367], [-0.78819, -2.32009, -0.07101], [-1.71606, -1.62076, 1.27029], [1.34865, -1.84028, 0.97039], [3.02896, -0.15689, -0.33005], [1.48520, 1.97043, -1.10708], [-1.69401, 1.83849, 0.54178], [-1.09564, 2.40807, -0.86702]], "atomic_forces_ev_per_a": [[-0.197, -0.073, 0.030], [0.146, 0.085, -0.171], [0.113, -0.089, -0.066], [0.059, -0.021, 0.064], [-0.018, 0.085, 0.011], [0.146, -0.122, 0.000], [0.083, 0.030, 0.032], [0.027, 0.045, 0.182], [-0.222, 0.122, 0.065], [0.032, 0.155, -0.079], [0.051, 0.088, -0.206], [-0.091, 0.122, 0.119], [-0.031, -0.081, 0.154], [0.021, -0.139, -0.121], [-0.118, -0.206, -0.014]], "nbo_charge": [-0.41, -0.37, -0.08, -0.28, -0.36, 0.32, -0.83, 0.22, 0.21, 0.20, 0.21, 0.22, 0.22, 0.37, 0.38]}

{"formula": "C5H8N2", "method": "wB97M-V/def2-TZVPD", "e_homo_ev": -7.65, "smiles": "C#C/C(C)=C/NN", "gap_ev": 8.57, "symbols": ["C", "C", "C", "C", "C", "N", "N", "H", "H", "H", "H", "H", "H", "H", "H"], "coordinates": [[2.80867, -1.30386, 0.02151], [1.97505, -0.45635, -0.19068], [0.82372, 0.26277, 0.01531], [0.84899, 1.75039, 0.05545], [-0.32138, -0.47682, 0.07171], [-1.69130, 0.01966, 0.13874], [-2.78765, -0.90812, 0.06141], [3.64497, -1.81278, 0.24588], [-0.15979, 2.11157, 0.16817], [1.26545, 2.17760, -0.87440], [1.42835, 2.14535, 0.84882], [-0.41586, -1.53159, 0.13257], [-2.01162, 0.81976, -0.48121], [-2.56250, -1.63017, 0.66874], [-2.84510, -1.16742, -0.88201]], "atomic_forces_ev_per_a": [[-1.622, 2.039, -1.023], [1.845, -2.016, 1.255], [-3.045, 0.143, -0.464], [-0.536, 0.143, -1.451], [-2.218, 2.080, -0.383], [0.447, 1.758, -0.782], [0.664, 2.492, 0.216], [2.231, -1.700, 0.403], [-0.324, 0.328, 0.064], [-0.181, -0.203, 0.273], [0.690, 0.184, 0.958], [0.876, -0.976, -0.120], [1.320, -1.166, 1.348], [0.097, -1.840, 1.052], [-0.244, -1.266, -1.347]], "nbo_charge": [-0.22, -0.02, -0.19, -0.61, 0.04, -0.48, -0.64, 0.21, 0.21, 0.22, 0.22, 0.19, 0.37, 0.35, 0.33]}

{"formula": "C5H8N2", "method": "wB97M-V/def2-TZVPD", "e_homo_ev": -7.88, "smiles": "Cc1c[nH]c(N)c1", "gap_ev": 8.93, "symbols": ["C", "C", "C", "N", "C", "N", "C", "H", "H", "H", "H", "H", "H", "H", "H"], "coordinates": [[1.29312, 0.56640, -1.94391], [0.42681, 0.08541, -0.81750], [-0.26794, -1.09886, -0.77437], [-0.91822, -1.17006, 0.43045], [-0.64889, -0.05133, 1.17041], [-1.21265, 0.04536, 2.46716], [0.18112, 0.75089, 0.42199], [0.89170, 1.47492, -2.40826], [2.30786, 0.79787, -1.59927], [1.37663, -0.19662, -2.72523], [-0.33792, -1.89649, -1.50187], [-1.54789, -1.89165, 0.74108], [-0.51234, -0.12940, 3.18121], [-1.59448, 0.96906, 2.63475], [0.58373, 1.70927, 0.72882]], "atomic_forces_ev_per_a": [[0.042, 0.021, -0.056], [-0.052, -0.118, -0.012], [0.090, 0.035, -0.118], [-0.051, 0.052, 0.140], [0.073, -0.083, -0.196], [0.113, 0.183, 0.069], [-0.010, 0.022, 0.061], [0.040, -0.126, 0.081], [-0.154, -0.037, -0.035], [-0.031, 0.115, 0.123], [0.000, 0.138, 0.104], [0.108, 0.072, -0.052], [-0.115, -0.003, -0.057], [0.011, -0.105, -0.035], [-0.064, -0.166, -0.018]], "nbo_charge": [-0.62, -0.09, -0.09, -0.51, 0.27, -0.85, -0.33, 0.21, 0.21, 0.21, 0.21, 0.42, 0.37, 0.37, 0.21]}

{"formula": "C5H8N2", "method": "wB97M-V/def2-TZVPD", "e_homo_ev": [-10.61, -8.05], "gap_ev": [11.24, 6.62], "symbols": ["C", "C", "C", "C", "N", "N", "C", "H", "H", "H", "H", "H", "H", "H", "H"], "coordinates": [[1.43722, -1.19253, 0.89884], [0.42695, -1.37650, -0.21402], [-0.96050, -0.85069, -0.19232], [-1.34167, 0.16666, 0.77369], [-1.60939, 1.13592, 1.36324], [0.04451, -0.34011, -1.12633], [-0.51321, 2.40195, -0.69923], [1.20711, -0.32165, 1.52039], [1.45737, -2.08160, 1.54014], [2.43813, -1.06128, 0.47427], [0.48949, -2.36622, -0.68486], [-1.79864, -1.44035, -0.56530], [-0.53052, 1.34861, -0.96897], [-0.74678, 3.16791, -1.43952], [-0.02661, 2.72575, 0.21295]], "atomic_forces_ev_per_a": [[0.149, 0.238, -0.064], [-0.086, -0.714, 0.408], [-0.383, 0.043, 0.581], [-0.602, 1.505, 0.914], [0.242, -2.111, -0.381], [0.474, -1.015, -0.453], [0.250, 0.647, -0.539], [0.003, -0.099, -0.149], [-0.097, 0.182, -0.169], [-0.152, 0.000, 0.064], [0.030, 0.304, -0.072], [0.275, 0.118, -0.098], [-0.058, 1.284, -0.069], [0.049, -0.262, 0.167], [-0.092, -0.119, -0.139]], "nbo_charge": [-0.62, -0.12, -0.27, 0.26, -0.29, -0.14, -0.48, 0.23, 0.23, 0.23, 0.23, 0.25, 0.17, 0.16, 0.17]}

{"formula": "C5H8N2", "method": "wB97M-V/def2-TZVPD", "e_homo_ev": -9.75, "smiles": "C/N=C/C1=N[C@@H]1C", "gap_ev": 10.01, "symbols": ["C", "N", "C", "C", "N", "C", "C", "H", "H", "H", "H", "H", "H", "H", "H"], "coordinates": [[0.20186, 2.90657, -0.06033], [0.21247, 1.46697, 0.05254], [-0.22248, 0.78447, -0.92322], [-0.15917, -0.66948, -0.81610], [-0.53764, -1.73343, -1.37273], [0.35507, -1.82976, -0.13602], [-0.21597, -2.34900, 1.15912], [-0.00899, 3.27467, -1.07528], [1.17772, 3.27920, 0.26554], [-0.54425, 3.31180, 0.63154], [-0.61972, 1.21381, -1.85443], [1.38562, -2.12484, -0.34319], [-1.27790, -2.09850, 1.24509], [-0.11056, -3.43717, 1.22483], [0.30951, -1.90349, 2.01173]], "atomic_forces_ev_per_a": [[0.006, 0.200, -0.007], [-0.117, -0.188, -0.370], [0.098, 0.097, 0.206], [-0.066, -0.354, -0.130], [0.042, 0.490, 0.070], [0.210, -0.114, 0.231], [-0.051, -0.015, 0.011], [-0.016, -0.076, 0.131], [-0.148, -0.003, -0.064], [0.106, -0.056, -0.071], [0.052, -0.025, 0.146], [-0.159, 0.002, 0.004], [0.140, -0.021, -0.026], [-0.025, 0.136, -0.012], [-0.073, -0.072, -0.120]], "nbo_charge": [-0.45, -0.33, 0.04, 0.18, -0.29, -0.12, -0.63, 0.18, 0.21, 0.22, 0.17, 0.18, 0.21, 0.21, 0.22]}

{"formula": "C5H8N2", "method": "wB97M-V/def2-TZVPD", "e_homo_ev": -8.84, "smiles": "Cc1ccn(C)n1", "gap_ev": 9.89, "symbols": ["C", "C", "C", "C", "N", "C", "N", "H", "H", "H", "H", "H", "H", "H", "H"], "coordinates": [[-2.40359, -0.76059, 0.06630], [-1.06476, -0.12405, 0.04111], [-0.78270, 1.32204, -0.20773], [0.64046, 1.28352, -0.24820], [1.06038, -0.00901, -0.20779], [2.39375, -0.45126, 0.07787], [0.06465, -0.88583, 0.02029], [-3.02844, -0.33461, -0.74535], [-2.92311, -0.59330, 1.01762], [-2.27921, -1.84712, -0.10451], [-1.40733, 2.09113, 0.17013], [1.38569, 2.03050, -0.45637], [2.96719, -1.02504, -0.61711], [2.34968, -1.05026, 0.94562], [3.02736, 0.35387, 0.24813]], "atomic_forces_ev_per_a": [[-0.410, -0.408, -0.180], [1.723, 1.047, -1.070], [2.726, -3.840, 1.564], [-1.479, -0.297, -0.685], [-0.437, 0.429, 0.172], [-0.036, -0.476, -0.105], [-2.036, 1.630, -0.336], [0.289, -0.323, 0.480], [0.054, -0.087, -0.167], [-0.223, 0.560, 0.166], [-0.428, 0.789, -0.531], [-0.049, 0.319, 0.246], [-0.514, -0.604, -1.324], [-0.031, -0.550, 1.161], [0.851, 1.809, 0.609]], "nbo_charge": [-0.65, 0.16, -0.37, -0.02, -0.17, -0.40, -0.29, 0.22, 0.22, 0.23, 0.23, 0.21, 0.21, 0.22, 0.20]}

{"formula": "C5H8N2", "method": "wB97M-V/def2-TZVPD", "e_homo_ev": -9.11, "gap_ev": 9.36, "symbols": ["C", "N", "C", "C", "C", "C", "N", "H", "H", "H", "H", "H", "H", "H", "H"], "coordinates": [[2.78299, -0.77452, -0.18799], [1.09228, 0.05693, 0.56998], [0.75614, 1.30040, 0.09961], [-0.57611, 1.26202, -0.17945], [-0.98538, -0.06932, 0.15276], [-2.35555, -0.65940, 0.03445], [0.02460, -0.78238, 0.60354], [2.80750, -0.13145, -1.08353], [2.25235, -1.69088, -0.49127], [2.02085, -0.21378, 1.03062], [1.50014, 2.08098, 0.00832], [-1.19319, 2.05843, -0.57264], [-2.71058, -0.63639, -1.00186], [-3.07562, -0.10334, 0.64413], [-2.34041, -1.69730, 0.37334]], "atomic_forces_ev_per_a": [[-0.152, -0.014, -0.224], [0.214, 0.062, -0.057], [-0.033, -0.078, -0.022], [0.087, 0.012, 0.003], [-0.003, -0.080, 0.024], [-0.018, -0.038, 0.027], [-0.179, 0.149, -0.129], [-0.021, -0.077, 0.165], [0.056, 0.145, 0.060], [-0.137, 0.084, 0.043], [-0.137, -0.139, 0.020], [0.118, -0.122, 0.068], [0.089, 0.024, 0.149], [0.111, -0.064, -0.086], [0.007, 0.136, -0.041]], "nbo_charge": [-0.45, -0.35, -0.02, -0.33, 0.17, -0.64, -0.26, 0.14, 0.15, 0.45, 0.23, 0.23, 0.22, 0.22, 0.24]}

ΔE to the lowest compared entry with this formula, charge and spin (computed, kcal/mol): 76.36; 13.52; 99.80; 1.91; 137.27; 59.33; 29.69; 111.92
DFT total energy (computed, eV): -8291.6851; -8294.4102; -8290.6687; -8294.9135; -8289.0438; -8292.4237; -8293.7089; -8290.1432